Record 1
This record from OMol25 describes 2 unconnected molecules or ions with the total composition C5H13NO in a non-equilibrium geometry. The level of theory is ωB97M-V/def2-TZVPD.

The orbital gap comes out at 0.33376 hartree. The calculation puts the total energy at -328.26276 a.u. Its net charge is 0. The molar mass is 103.2 g mol⁻¹. The max |F| comes out at 2.99 eV/A. Its energy above the lowest of the compared OMol25 structures with the same formula, charge and spin is 35.19 kcal/mol. The multiplicity is 1.

Atoms and positions in Å:
1 C -0.34 0.66 1.11
2 C -0.83 0.77 -0.13
3 N -2.18 1.06 -0.41
4 C 0.08 0.60 -1.35
5 C 0.45 -0.85 -1.71
6 C -0.77 -1.79 -1.48
7 H 0.73 0.68 1.29
8 H -0.97 0.86 1.96
9 H -2.20 1.75 -1.14
10 H -2.74 1.33 0.38
11 H 1.05 1.13 -1.30
12 H -0.36 1.17 -2.18
13 H 1.24 -1.31 -1.12
14 H 0.59 -0.90 -2.79
15 H -1.70 -1.45 -1.95
16 H -1.05 -1.88 -0.43
17 H -0.49 -2.76 -1.91
18 O 3.09 -0.01 4.28
19 H 2.51 0.52 4.84
20 H 3.89 0.43 4.03

***

Record 2
This record from OMol25 describes 2 unconnected molecules or ions with the total composition C5H13NO in a non-equilibrium geometry. The level of theory is ωB97M-V/def2-TZVPD.

The orbital gap comes out at 0.36150 hartree. The calculation puts the total energy at -328.23968 a.u. Its net charge is 0. The molar mass is 103.2 g mol⁻¹. The max |F| comes out at 2.58 eV/A. Its energy above the lowest of the compared OMol25 structures with the same formula, charge and spin is 49.68 kcal/mol. The multiplicity is 1.

Atoms and positions in Å:
1 C 0.30 0.99 -2.64
2 C -0.57 0.35 -1.52
3 C 0.03 -0.64 -0.87
4 C -0.70 -1.39 0.26
5 N -0.79 -0.57 1.47
6 C 0.38 -0.82 2.37
7 H -0.11 1.92 -3.02
8 H 0.40 0.21 -3.43
9 H 1.29 1.16 -2.24
10 H -1.52 0.80 -1.29
11 H 0.95 -1.07 -1.26
12 H -0.22 -2.36 0.44
13 H -1.67 -1.64 -0.14
14 H -1.61 -0.78 2.02
15 H 0.55 0.16 2.86
16 H 1.29 -1.05 1.82
17 H 0.22 -1.58 3.14
18 O 1.06 1.79 0.45
19 H 0.18 2.06 0.72
20 H 1.14 0.92 0.85

***

Record 3
This record from OMol25 describes 2 unconnected molecules or ions with the total composition C5H13NO. The level of theory is ωB97M-V/def2-TZVPD.

The orbital gap comes out at 0.40448 hartree. The calculation puts the total energy at -328.27455 a.u. Its net charge is 0. The molar mass is 103.2 g mol⁻¹. The max |F| comes out at 0.69 eV/A. Its energy above the lowest of the compared OMol25 structures with the same formula, charge and spin is 27.80 kcal/mol. The multiplicity is 1.

Atoms and positions in Å:
1 C -0.30 -1.83 -1.46
2 N -0.06 -0.91 -0.64
3 C 0.86 0.14 -1.04
4 C 0.21 1.52 -1.02
5 C -0.57 1.82 0.25
6 C 0.31 1.88 1.51
7 H -0.90 -2.66 -1.09
8 H 0.00 -1.84 -2.51
9 H 1.69 0.10 -0.34
10 H 1.35 -0.06 -2.00
11 H -0.47 1.55 -1.86
12 H 0.98 2.27 -1.18
13 H -1.32 1.05 0.42
14 H -1.09 2.77 0.10
15 H 0.90 2.80 1.52
16 H -0.32 1.83 2.40
17 H 0.96 1.00 1.58
18 O -0.53 -2.42 1.85
19 H 0.02 -2.27 2.63
20 H -0.11 -1.92 1.12

***

Record 4
This record from OMol25 describes 2 unconnected molecules or ions with the total composition C5H13NO in a non-equilibrium geometry. The level of theory is ωB97M-V/def2-TZVPD.

The orbital gap comes out at 0.36342 hartree. The calculation puts the total energy at -328.24603 a.u. Its net charge is 0. The molar mass is 103.2 g mol⁻¹. The max |F| comes out at 2.53 eV/A. Its energy above the lowest of the compared OMol25 structures with the same formula, charge and spin is 45.69 kcal/mol. The multiplicity is 1.

Atoms and positions in Å:
1 C -2.33 -0.71 -1.27
2 C -1.39 -1.52 -0.32
3 C -0.56 -1.03 0.60
4 C 0.23 -1.91 1.50
5 C 1.62 -1.27 1.82
6 N 2.16 -0.26 0.92
7 H -2.56 -1.44 -2.05
8 H -1.79 0.15 -1.60
9 H -3.22 -0.43 -0.75
10 H -1.24 -2.55 -0.65
11 H -0.75 -0.01 0.91
12 H -0.44 -1.94 2.39
13 H 0.35 -2.89 0.99
14 H 2.32 -2.11 1.97
15 H 1.53 -0.65 2.73
16 H 2.52 -0.63 0.03
17 H 1.49 0.49 0.80
18 O 0.68 6.59 -2.83
19 H 1.36 5.92 -2.92
20 H 0.00 6.20 -2.27

***

Record 5
This record from OMol25 describes 2 unconnected molecules or ions with the total composition C5H13NO in a non-equilibrium geometry. The level of theory is ωB97M-V/def2-TZVPD.

The orbital gap comes out at 0.30656 hartree. The calculation puts the total energy at -328.21294 a.u. Its net charge is 0. The molar mass is 103.2 g mol⁻¹. The max |F| comes out at 3.84 eV/A. Its energy above the lowest of the compared OMol25 structures with the same formula, charge and spin is 66.46 kcal/mol. The multiplicity is 1.

Atoms and positions in Å:
1 C 1.50 -1.11 0.58
2 C -0.02 -0.89 0.67
3 C -0.49 0.49 1.06
4 C -0.19 1.63 0.38
5 C -1.28 2.71 0.20
6 N 1.04 1.94 -0.16
7 H 1.99 -2.11 0.83
8 H 1.81 -0.85 -0.44
9 H 2.20 -0.40 1.33
10 H -0.60 -1.58 1.41
11 H -0.54 -1.19 -0.30
12 H -1.33 0.32 1.75
13 H -2.20 2.72 0.88
14 H -1.05 3.80 0.05
15 H -1.67 2.49 -0.79
16 H 0.98 2.79 -0.85
17 H 1.53 1.15 -0.54
18 O -0.52 -3.86 -1.88
19 H -1.23 -3.85 -2.43
20 H -0.06 -3.04 -2.12

***

Record 6
This record from OMol25 describes 2 unconnected molecules or ions with the total composition C5H13NO in a non-equilibrium geometry. The level of theory is ωB97M-V/def2-TZVPD.

The orbital gap comes out at 0.37560 hartree. The calculation puts the total energy at -328.24403 a.u. Its net charge is 0. The molar mass is 103.2 g mol⁻¹. The max |F| comes out at 4.67 eV/A. Its energy above the lowest of the compared OMol25 structures with the same formula, charge and spin is 46.95 kcal/mol. The multiplicity is 1.

Atoms and positions in Å:
1 C -1.44 -2.78 0.78
2 C -0.88 -1.46 0.16
3 C -0.65 -1.16 -1.33
4 N 0.25 -1.87 -2.02
5 O -0.98 0.01 -1.65
6 H -0.80 -3.63 0.91
7 H -2.00 -3.14 -0.12
8 H -2.18 -2.69 1.67
9 H -1.66 -0.58 0.37
10 H -0.13 -0.95 0.66
11 H 0.72 -1.46 -2.81
12 H 0.51 -2.74 -1.43
13 C 0.76 3.29 0.99
14 C 1.57 2.20 0.23
15 H 0.95 3.53 2.09
16 H 1.08 4.20 0.49
17 H -0.32 3.29 0.91
18 H 2.64 2.35 0.17
19 H 1.21 2.31 -0.83
20 H 1.33 1.27 0.74

***

Record 7
This record from OMol25 describes 2 unconnected molecules or ions with the total composition C5H13NO. The level of theory is ωB97M-V/def2-TZVPD.

The orbital gap comes out at 0.36093 hartree. The calculation puts the total energy at -328.27075 a.u. Its net charge is 0. The molar mass is 103.2 g mol⁻¹. The max |F| comes out at 0.36 eV/A. Its energy above the lowest of the compared OMol25 structures with the same formula, charge and spin is 30.18 kcal/mol. The multiplicity is 1.

Atoms and positions in Å:
1 C -1.33 1.47 1.90
2 C -1.50 0.24 1.45
3 N -0.91 -0.90 2.02
4 H -1.77 2.31 1.39
5 H -0.74 1.64 2.79
6 H -2.08 0.04 0.56
7 H -0.77 -0.83 3.02
8 H -1.39 -1.76 1.80
9 C -0.13 -0.40 -2.16
10 C 0.83 0.50 -1.40
11 C 1.96 -0.25 -0.73
12 O 1.53 -1.20 0.22
13 H -0.97 0.15 -2.57
14 H -0.55 -1.18 -1.52
15 H 0.36 -0.91 -2.99
16 H 1.25 1.24 -2.07
17 H 0.28 1.07 -0.65
18 H 2.53 -0.80 -1.48
19 H 2.64 0.47 -0.27
20 H 0.75 -0.89 0.69

***

Record 8
This record from OMol25 describes a single C5H13NO molecule in a non-equilibrium geometry. The level of theory is ωB97M-V/def2-TZVPD.

The orbital gap comes out at 0.36361 hartree. The calculation puts the total energy at -328.27969 a.u. Its net charge is 0. The molar mass is 103.2 g mol⁻¹. The max |F| comes out at 1.40 eV/A. Its energy above the lowest of the compared OMol25 structures with the same formula, charge and spin is 24.57 kcal/mol. The multiplicity is 1.

Atoms and positions in Å:
1 C -0.53 -2.33 0.26
2 N 0.37 -1.20 0.51
3 C 0.68 -0.32 -0.64
4 C -0.48 -0.22 -1.62
5 C 1.12 1.04 -0.13
6 C -0.06 1.88 0.36
7 O -0.88 1.21 1.28
8 H -1.46 -1.97 -0.16
9 H -0.62 -2.89 1.18
10 H -0.14 -3.00 -0.52
11 H 1.24 -1.59 0.87
12 H 1.46 -0.83 -1.23
13 H -0.19 0.51 -2.39
14 H -0.58 -1.17 -2.14
15 H -1.41 0.03 -1.14
16 H 1.56 1.58 -0.95
17 H 1.85 0.97 0.68
18 H -0.66 2.19 -0.51
19 H 0.35 2.81 0.77
20 H -0.48 0.34 1.47

***

Record 9
This record from OMol25 describes a single C5H13NO molecule in a non-equilibrium geometry. The level of theory is ωB97M-V/def2-TZVPD.

The orbital gap comes out at 0.36095 hartree. The calculation puts the total energy at -328.20922 a.u. Its net charge is 0. The molar mass is 103.2 g mol⁻¹. The max |F| comes out at 4.13 eV/A. Its energy above the lowest of the compared OMol25 structures with the same formula, charge and spin is 68.79 kcal/mol. The multiplicity is 1.

Atoms and positions in Å:
1 C -2.10 -1.05 1.76
2 C -1.77 -1.45 0.33
3 C -0.90 -0.42 -0.43
4 N 0.55 -0.44 -0.12
5 C 1.27 0.57 -1.04
6 C 2.30 1.44 -0.14
7 O 2.82 2.23 -1.22
8 H -1.25 -0.50 2.22
9 H -3.09 -0.39 1.53
10 H -2.47 -1.79 2.45
11 H -2.74 -1.69 -0.27
12 H -1.23 -2.49 0.24
13 H -1.19 -0.76 -1.48
14 H -1.11 0.70 -0.26
15 H 0.97 -1.32 -0.28
16 H 1.81 0.01 -1.85
17 H 0.48 1.16 -1.49
18 H 1.53 2.15 0.51
19 H 3.16 0.93 0.36
20 H 2.96 3.10 -0.79

***

Record 10
This record from OMol25 describes 2 unconnected molecules or ions with the total composition C5H13NO in a non-equilibrium geometry. The level of theory is ωB97M-V/def2-TZVPD.

The orbital gap comes out at 0.39309 hartree. The calculation puts the total energy at -328.31236 a.u. Its net charge is 0. The molar mass is 103.2 g mol⁻¹. The max |F| comes out at 1.02 eV/A. Its energy above the lowest of the compared OMol25 structures with the same formula, charge and spin is 4.07 kcal/mol. The multiplicity is 1.

Atoms and positions in Å:
1 C 1.89 -1.59 -1.56
2 C 2.37 -0.24 -1.13
3 N 1.42 0.73 -0.91
4 O 3.54 0.01 -0.95
5 H 0.89 -1.84 -1.19
6 H 2.55 -2.37 -1.24
7 H 1.83 -1.62 -2.66
8 H 1.92 1.60 -0.73
9 H 0.59 0.80 -1.48
10 C -1.43 1.69 1.32
11 C -2.03 0.42 0.71
12 C -1.31 -0.86 1.12
13 H -1.80 1.92 2.32
14 H -1.55 2.53 0.63
15 H -0.34 1.60 1.45
16 H -3.08 0.37 1.02
17 H -1.99 0.51 -0.37
18 H -1.45 -1.06 2.19
19 H -1.77 -1.72 0.61
20 H -0.26 -0.88 0.84